This record from the OMol25 dataset describes an isolated molecule of C2H7N5 in a non-equilibrium geometry. The level of theory is ωB97M-V/def2-TZVPD.

Geometry as XYZ:
```
14
Properties=species:S:1:pos:R:3:lowdin_charge:R:1
C 0.5389 -0.5277 0.0867 -0.072
C 0.4578 -1.0529 -1.3181 -0.192
N -0.4985 1.5413 0.8510 0.041
N 0.0103 0.3664 0.9572 -0.304
N -0.1222 -0.7200 -2.4432 -0.078
N 0.5522 -0.0375 2.2838 0.108
N -0.5858 0.5380 -2.3581 -0.033
H 1.0342 -1.2433 0.7109 0.080
H 0.8643 -2.1194 -1.4047 0.109
H -0.7571 1.9940 1.7504 0.053
H 0.2976 0.5943 2.9460 0.037
H 0.2006 -0.9347 2.4553 0.067
H -0.6405 0.9126 -1.4030 0.051
H -1.3518 0.6891 -3.1142 0.134
```

Computed properties:
Energy relative to the best compared isomer or geometry (same formula, charge and spin) = 5.6073 eV
Total energy = -9632.43136 eV
Orbital gap (spin up / spin down) = 7.59 / 7.59 eV

This record from the OMol25 dataset describes a cluster of 5 separate species, C19H39BNO9 in total in a non-equilibrium geometry. The level of theory is ωB97M-V/def2-TZVPD.

Geometry as XYZ:
```
69
Properties=species:S:1:pos:R:3:lowdin_charge:R:1
C -2.1243 1.2461 -2.4036 -0.170
C -1.7235 -0.2158 -2.7005 -0.267
B -1.3073 -1.0852 -1.3526 -0.536
N -0.8697 -0.1231 -0.1403 0.135
C -1.6300 -0.2155 0.7870 -0.470
O -2.3660 0.0458 1.6882 0.044
H -2.7530 1.3031 -1.5158 0.056
H -2.6631 1.6526 -3.2556 0.046
H -1.2702 1.8860 -2.2660 0.034
H -2.5622 -0.6811 -3.2127 0.057
H -0.8495 -0.1790 -3.3483 0.060
H -2.2197 -1.8486 -1.0495 0.040
H -0.3252 -1.7580 -1.6457 0.029
O -0.8856 3.6656 -3.8227 0.115
C -0.3894 4.6641 -3.3960 -0.516
O 0.7573 5.1322 -3.9422 -0.002
C 1.2914 6.4139 -3.6189 -0.249
C 2.1596 6.3572 -2.3793 -0.066
C -0.9629 5.3690 -2.1877 0.017
H 0.4942 7.1549 -3.5296 0.107
H 1.8910 6.7069 -4.4810 0.116
H 1.5904 6.0553 -1.5055 0.038
H 2.6067 7.3325 -2.1783 0.082
H 2.9570 5.6256 -2.5089 0.088
H -0.5440 4.9193 -1.2879 0.097
H -2.0394 5.2178 -2.1890 0.091
H -0.7873 6.4434 -2.1748 0.065
O 2.1461 5.5434 0.7453 0.115
C 1.6751 6.2231 1.6098 -0.519
O 1.2989 7.4865 1.3176 -0.005
C 0.5408 8.3025 2.2096 -0.241
C 1.4311 9.0470 3.1833 -0.067
C 1.5705 5.7329 3.0347 0.015
H -0.2262 7.7153 2.7161 0.113
H 0.0172 9.0152 1.5741 0.121
H 1.9787 8.3614 3.8299 0.067
H 0.8373 9.7126 3.8107 0.080
H 2.1678 9.6400 2.6413 0.082
H 2.5050 5.9476 3.5514 0.094
H 1.4193 4.6569 3.0111 0.096
H 0.7393 6.1611 3.5908 0.071
O 1.6467 -5.8585 0.3880 0.076
C 1.2195 -5.0677 1.1919 -0.544
O 0.8671 -3.8505 0.7918 0.022
C 0.1670 -2.9184 1.6330 -0.213
C 1.1290 -2.1076 2.4728 -0.058
C 1.1590 -5.4072 2.6656 0.010
H -0.5853 -3.4301 2.2359 0.117
H -0.3700 -2.2528 0.9622 0.080
H 1.7009 -2.7381 3.1582 0.060
H 0.5852 -1.3650 3.0569 0.081
H 1.8433 -1.5944 1.8294 0.087
H 2.1169 -5.1646 3.1229 0.090
H 0.9826 -6.4764 2.7634 0.075
H 0.3606 -4.8999 3.2012 0.070
O -2.0880 -11.8822 0.3768 0.093
C -1.5912 -10.8912 -0.0866 -0.541
O -1.1886 -9.9130 0.7354 0.001
C -0.4012 -8.7930 0.2992 -0.226
C -1.2611 -7.6678 -0.2305 -0.054
C -1.4886 -10.6839 -1.5801 0.008
H 0.3540 -9.1091 -0.4205 0.115
H 0.1370 -8.4567 1.1827 0.111
H -1.8230 -7.9710 -1.1147 0.068
H -0.6391 -6.8126 -0.4929 0.075
H -1.9873 -7.3583 0.5220 0.086
H -2.4129 -10.2335 -1.9381 0.094
H -1.3646 -11.6565 -2.0499 0.086
H -0.6441 -10.0700 -1.8839 0.071
```

Computed properties:
Net charge = -1
Total energy = -40931.03095 eV
Orbital gap = 6.48 eV

This record from the OMol25 dataset describes a cluster of 10 separate species, C65H125N5O20 in total in a non-equilibrium geometry. The level of theory is ωB97M-V/def2-TZVPD.

Geometry as XYZ:
```
215
Properties=species:S:1:pos:R:3:lowdin_charge:R:1
C 4.1388 9.2851 0.4740 -0.040
C 4.8671 10.4307 1.2364 -0.508
C 3.7997 11.1894 2.0350 -0.039
C 5.8423 9.7848 2.2026 -0.139
C 7.0228 10.6555 2.6686 -0.159
C 7.6512 11.4069 1.4830 -0.140
C 6.6442 12.1605 0.5965 -0.509
C 6.2153 13.4698 1.2763 -0.030
C 7.4093 12.5164 -0.7022 -0.022
N 5.5255 11.3033 0.2547 -0.128
O 4.6459 11.7955 -0.7177 -0.002
H 3.7285 8.6321 1.2533 0.081
H 3.2036 9.5383 -0.0289 0.080
H 4.8266 8.7145 -0.1470 0.084
H 3.1308 11.7693 1.3995 0.084
H 3.1984 10.4851 2.6175 0.081
H 4.2176 11.8604 2.7886 0.070
H 5.3183 9.4189 3.0865 0.120
H 6.2892 8.8986 1.7391 0.118
H 6.6396 11.4321 3.3370 0.103
H 7.8232 10.1014 3.1546 0.109
H 8.1444 10.6769 0.8292 0.121
H 8.4677 12.0698 1.7732 0.105
H 7.0583 14.1140 1.5346 0.066
H 5.7065 13.3265 2.2360 0.067
H 5.4532 13.9847 0.6861 0.087
H 7.2831 11.6984 -1.4096 0.083
H 8.4615 12.6466 -0.4534 0.073
H 7.0220 13.4512 -1.1059 0.079
H 4.7194 11.1442 -1.4244 0.104
C 17.9525 10.4934 2.6396 -0.045
C 17.5579 11.9859 2.7965 -0.495
C 16.2225 11.9979 3.5768 -0.038
C 18.6870 12.6291 3.6326 -0.129
C 18.6448 14.1751 3.5974 -0.172
C 18.4394 14.7531 2.2150 -0.147
C 17.3178 14.1256 1.4028 -0.472
C 15.9359 14.6044 1.9628 -0.013
C 17.4562 14.5153 -0.0789 -0.023
N 17.4357 12.6493 1.4946 -0.108
O 16.4554 12.0168 0.7015 -0.013
H 18.7952 10.4201 1.9519 0.085
H 18.2025 10.0103 3.5862 0.083
H 17.1001 9.8834 2.3276 0.080
H 16.2735 11.1937 4.3175 0.080
H 16.1079 12.8707 4.2265 0.057
H 15.3575 11.8850 2.9309 0.074
H 18.6429 12.3058 4.6739 0.120
H 19.6920 12.3484 3.3044 0.116
H 17.7565 14.4268 4.1863 0.096
H 19.5648 14.4900 4.0883 0.113
H 19.3733 14.8386 1.6489 0.125
H 18.2171 15.8169 2.3448 0.088
H 15.4470 15.2922 1.2634 0.061
H 16.0190 15.1408 2.9099 0.071
H 15.1835 13.8264 2.0732 0.060
H 16.5715 14.2094 -0.6389 0.081
H 18.3832 14.1662 -0.5208 0.087
H 17.3255 15.6027 -0.0788 0.080
H 16.9668 11.3664 0.2090 0.107
C 14.1144 19.5633 3.3956 -0.013
C 15.1908 20.1033 4.3718 -0.493
C 14.7452 21.4087 5.0149 -0.046
C 15.3115 19.1262 5.5611 -0.133
C 16.1652 17.9048 5.1985 -0.189
C 17.5182 18.2911 4.6478 -0.132
C 17.3907 19.2528 3.4297 -0.500
C 18.8290 19.7604 3.1865 -0.035
C 16.9601 18.4190 2.2223 -0.026
N 16.5168 20.3598 3.8019 -0.099
O 16.5067 21.3954 2.8163 -0.002
H 14.1877 19.9313 2.3724 0.091
H 14.1585 18.4712 3.4002 0.062
H 13.1070 19.7887 3.7544 0.063
H 15.5295 21.8289 5.6497 0.091
H 14.5440 22.1796 4.2666 0.082
H 13.8850 21.2372 5.6638 0.080
H 15.7859 19.6012 6.4263 0.121
H 14.3440 18.7826 5.9338 0.110
H 16.2727 17.2361 6.0544 0.117
H 15.5511 17.3958 4.4469 0.073
H 18.1332 17.4380 4.3522 0.111
H 18.0897 18.7301 5.4729 0.125
H 19.5218 18.9238 3.2750 0.081
H 19.0924 20.4852 3.9601 0.086
H 18.9716 20.2550 2.2262 0.082
H 16.5271 19.0863 1.4761 0.089
H 16.2736 17.6053 2.4707 0.059
H 17.8085 17.8700 1.8105 0.074
H 16.6162 22.1481 3.4083 0.097
C 10.2686 13.8452 4.5808 0.000
C 11.6504 13.3851 4.1308 -0.482
C 11.6482 12.7131 2.7598 -0.013
C 12.5785 14.6053 3.9535 -0.129
C 13.0732 15.2488 5.2213 -0.153
C 13.8001 14.1869 6.0737 -0.120
C 12.9211 12.9360 6.4086 -0.500
C 13.9004 11.8862 6.8954 -0.028
C 11.8749 13.3482 7.4610 -0.021
N 12.3621 12.5370 5.1110 -0.094
O 11.7366 11.2640 5.1569 -0.022
H 9.5555 13.0288 4.6912 0.089
H 10.2913 14.6089 5.3528 0.061
H 9.8663 14.3708 3.7022 0.083
H 11.4583 13.4391 1.9699 0.067
H 12.6199 12.2345 2.6223 0.085
H 10.8906 11.9493 2.5661 0.079
H 13.4066 14.3673 3.2816 0.103
H 11.9885 15.3635 3.4198 0.106
H 13.6750 16.1306 4.9811 0.096
H 12.3456 15.6361 5.9407 0.086
H 13.9779 14.6476 7.0523 0.111
H 14.7547 13.8523 5.6687 0.091
H 13.3613 10.9401 7.0240 0.084
H 14.2102 12.0334 7.9325 0.089
H 14.7317 11.8052 6.2015 0.067
H 11.2205 14.1632 7.1599 0.057
H 12.3386 13.6406 8.4081 0.079
H 11.2441 12.4931 7.7194 0.088
H 12.3427 10.6652 4.7062 0.100
C 12.1529 17.2251 -4.0757 -0.020
C 12.6425 17.1778 -5.5352 -0.510
C 12.3621 15.7612 -6.0744 -0.037
C 11.8367 18.1717 -6.3783 -0.132
C 12.3301 19.6245 -6.2350 -0.174
C 13.8204 19.7067 -6.4920 -0.149
C 14.6959 18.7697 -5.6259 -0.516
C 16.0821 18.7989 -6.2859 -0.035
C 14.7405 19.3505 -4.2163 -0.017
N 14.0692 17.4553 -5.7164 -0.102
O 14.8630 16.4481 -5.1270 -0.018
H 11.1518 16.8019 -3.9981 0.091
H 12.8377 16.8015 -3.3461 0.077
H 12.0248 18.2930 -3.8802 0.045
H 12.5769 15.7949 -7.1490 0.082
H 12.9989 15.0335 -5.5819 0.076
H 11.3049 15.5002 -6.0410 0.086
H 11.7126 17.8850 -7.4215 0.118
H 10.8404 18.2888 -5.9358 0.118
H 11.7493 20.1191 -7.0177 0.111
H 12.0416 20.0192 -5.2603 0.096
H 14.1869 20.7173 -6.2744 0.113
H 14.0427 19.6313 -7.5597 0.122
H 16.8571 18.5579 -5.5488 0.079
H 16.3591 19.8310 -6.5109 0.083
H 16.2001 18.1166 -7.1233 0.086
H 15.1573 20.3561 -4.3049 0.088
H 15.3417 18.7736 -3.5133 0.088
H 13.7285 19.4106 -3.8222 0.058
H 15.1426 15.8707 -5.8450 0.102
C 11.5052 17.3919 8.9212 -0.021
C 10.6077 18.0477 7.9323 -0.318
C 11.1266 19.3310 7.3139 -0.091
O 10.9007 19.1507 5.9229 0.043
C 10.5220 17.8775 5.6452 -0.543
O 10.3874 17.3939 4.5735 0.173
O 10.3679 17.1962 6.8036 0.078
H 11.1014 16.5519 9.4852 0.091
H 11.9372 18.1521 9.5741 0.094
H 12.3447 16.8957 8.4178 0.088
H 9.6306 18.2459 8.3864 0.159
H 12.2175 19.4018 7.4534 0.123
H 10.8154 20.3379 7.5916 0.141
C 13.5314 17.2465 -0.2889 -0.019
C 12.7743 16.7776 0.9123 -0.278
C 11.6960 17.7381 1.4290 -0.108
O 10.5165 16.9817 1.4443 0.042
C 10.6770 15.7689 0.9090 -0.576
O 9.8057 14.9872 0.7189 0.150
O 11.9813 15.6124 0.5406 0.073
H 12.9370 17.2848 -1.1969 0.068
H 14.3253 16.5284 -0.5295 0.080
H 14.1047 18.1476 -0.0655 0.091
H 13.4529 16.4236 1.6902 0.125
H 11.4768 18.6540 0.8786 0.111
H 11.9630 18.0882 2.4287 0.099
C 7.9850 18.6734 0.1297 -0.012
C 6.7498 18.2622 0.8772 -0.298
C 7.0660 17.3726 2.1224 -0.069
O 6.1717 17.9073 3.0811 0.072
C 5.7116 19.1179 2.7079 -0.566
O 5.0271 19.8386 3.3502 0.175
O 6.1923 19.4170 1.4823 0.082
H 8.6014 17.8110 -0.1420 0.091
H 8.7036 19.2229 0.7432 0.078
H 7.7585 19.2770 -0.7504 0.074
H 6.0160 17.6833 0.3106 0.157
H 8.0981 17.5563 2.4247 0.122
H 6.8614 16.3467 1.8309 0.116
C 9.2045 23.3288 -1.5551 -0.013
C 9.4319 21.8531 -1.5268 -0.347
C 9.2827 21.0805 -2.8752 -0.057
O 10.3198 20.1146 -2.7128 0.066
C 11.0845 20.3459 -1.6482 -0.554
O 12.0512 19.7375 -1.3240 0.157
O 10.6983 21.4916 -1.0146 0.065
H 9.5296 23.8145 -0.6354 0.086
H 8.1673 23.5390 -1.8112 0.098
H 9.8388 23.8009 -2.3130 0.092
H 8.7078 21.3582 -0.8651 0.135
H 9.4459 21.6788 -3.7713 0.134
H 8.2658 20.6946 -2.8794 0.130
C 10.6254 20.8435 2.3804 -0.004
C 9.8665 21.7033 3.3791 -0.311
C 10.2243 23.2101 3.3595 -0.081
O 8.9570 23.8195 3.5187 0.082
C 7.9702 22.9405 3.3567 -0.575
O 6.8061 23.1795 3.3721 0.177
O 8.4698 21.7030 3.1641 0.095
H 10.5505 21.1792 1.3444 0.078
H 10.4514 19.7841 2.5335 0.067
H 11.6719 21.0740 2.6140 0.084
H 10.0887 21.3362 4.3875 0.141
H 10.7343 23.3938 2.4093 0.129
H 10.8795 23.4953 4.1781 0.132
```

Computed properties:
Energy relative to the best compared isomer or geometry (same formula, charge and spin) = 0.0000 eV
SMILES = CC1(C)CCCC(C)(C)N1O.CC1(C)CCCC(C)(C)N1O.CC1(C)CCCC(C)(C)N1O.CC1(C)CCCC(C)(C)N1O.CC1(C)CCCC(C)(C)N1O.C[C@H]1COC(=O)O1.C[C@H]1COC(=O)O1.C[C@H]1COC(=O)O1.C[C@H]1COC(=O)O1.C[C@H]1COC(=O)O1
Total energy = -117827.69395 eV
Orbital gap = 7.87 eV

This record from the OMol25 dataset describes a structure of composition C25H40BFeO4 in a non-equilibrium geometry. The level of theory is ωB97M-V/def2-TZVPD.

Geometry as XYZ:
```
71
Properties=species:S:1:pos:R:3:lowdin_charge:R:1
O -7.6798 0.6067 -0.9497 -0.135
C -8.5033 -0.5968 -1.0606 -0.181
C -9.7459 0.1560 -1.5430 -0.107
H -8.6141 -1.0581 -0.0710 0.110
H -8.0958 -1.3044 -1.7958 0.112
C -8.8230 1.4081 -1.3821 -0.573
H -10.5795 0.1419 -0.8328 0.100
H -10.0156 -0.0488 -2.5861 0.102
C -9.3063 2.3499 -0.2958 -0.074
H -9.5289 1.8037 0.6282 0.080
H -10.2278 2.8351 -0.6453 0.081
H -8.5505 3.1205 -0.0973 0.079
C -8.5668 2.1349 -2.6866 -0.078
H -8.2196 1.4433 -3.4630 0.080
H -7.8206 2.9239 -2.5318 0.077
H -9.5053 2.5960 -3.0250 0.080
Fe 0.8567 0.3351 -0.3179 0.291
C 1.9289 0.2481 -1.9834 -0.158
C 1.9049 -1.0339 -1.3154 -0.155
C 0.5123 -1.4311 -1.1685 -0.140
H 2.7749 -1.6388 -1.0939 0.100
C -0.3124 -0.3885 -1.7488 -0.148
C 0.5637 0.6553 -2.2453 -0.155
H 0.2554 1.5542 -2.7782 0.107
H 2.8415 0.7687 -2.2850 0.111
H 0.1529 -2.3894 -0.8072 0.114
H -1.3937 -0.4425 -1.8567 0.101
C 1.8594 1.3830 0.9794 -0.110
C 0.9908 2.2482 0.2544 -0.122
C -0.3787 1.7577 0.3707 -0.113
H 1.3117 3.1420 -0.2824 0.112
C -0.3671 0.5806 1.1783 -0.100
C 1.0219 0.3427 1.7103 -0.201
H 1.0914 0.3374 2.8061 0.160
H 2.9272 1.4797 1.1238 0.119
H -1.2548 2.2136 -0.0735 0.109
H -1.2122 -0.0028 1.5138 0.114
O -2.9823 -0.3587 0.2748 -0.200
C -3.7839 0.4986 -0.5545 -0.216
C -4.9504 -0.3307 -1.0681 -0.176
H -3.1553 0.8817 -1.3759 0.098
H -4.1219 1.3683 0.0392 0.114
C -5.0182 -1.5303 -0.1164 -0.178
H -4.7546 -0.6588 -2.0925 0.109
H -5.8566 0.2627 -1.0653 0.071
C -3.5779 -1.6685 0.3656 -0.208
H -5.4353 -2.4270 -0.5632 0.100
H -5.6321 -1.2603 0.7440 0.105
H -3.0144 -2.3751 -0.2727 0.112
H -3.4860 -1.9925 1.4112 0.109
C 2.3147 -4.0740 0.6005 -0.030
C 1.9608 -3.3001 1.8598 -0.456
C 1.3969 -4.2515 2.8839 -0.063
O 0.9381 -2.3249 1.5628 0.117
B 1.6270 -1.1144 1.4306 -0.746
O 3.0078 -1.1950 1.6286 0.098
C 3.1951 -2.4099 2.3707 -0.454
C 3.1255 -2.0699 3.8683 -0.055
C 4.6035 -2.8600 2.0329 -0.041
H 2.6658 -3.4260 -0.2134 0.075
H 1.4401 -4.6374 0.2498 0.091
H 3.0990 -4.8019 0.8355 0.087
H 0.6033 -4.8600 2.4296 0.085
H 2.1809 -4.9366 3.2307 0.088
H 0.9808 -3.7093 3.7423 0.076
H 3.5003 -2.8914 4.4923 0.081
H 3.7671 -1.1987 4.0506 0.088
H 2.1041 -1.8333 4.1990 0.078
H 4.7173 -3.0514 0.9636 0.077
H 5.2869 -2.0524 2.3133 0.089
H 4.8982 -3.7561 2.5893 0.084
```

Computed properties:
Energy relative to the best compared isomer or geometry (same formula, charge and spin) = 1.0342 eV
Net charge = -1
Expectation value of S² = 6.08
Total energy = -69822.89080 eV
Multiplicity = 5
Orbital gap (spin up / spin down) = 1.26 / 8.08 eV

This record from the OMol25 dataset describes an isolated molecule of CH2N2P2 in a non-equilibrium geometry. The level of theory is ωB97M-V/def2-TZVPD.

Geometry as XYZ:
```
7
Properties=species:S:1:pos:R:3:lowdin_charge:R:1
C -0.3683 -0.6262 -0.6126 -0.501
P -0.7974 1.0902 -0.2448 0.626
P -2.7291 0.2155 0.4586 0.607
N -2.4867 -1.2318 -0.0701 -0.463
N -1.2090 -1.6204 -0.4278 -0.142
H 0.6900 -0.6975 -0.8076 0.042
H -0.1255 1.1283 0.8591 -0.168
```

Computed properties:
Energy relative to the best compared isomer or geometry (same formula, charge and spin) = 2.5503 eV
SMILES = C1=[PH]=PN=N1
Total energy = -22624.40698 eV
Orbital gap = 8.62 eV